Entry 1:
Computed, not measured: C3H2DyO2 as an isolated structure in a non-equilibrium geometry, with ωB97M-V with the def2-TZVPD basis set.

Its expectation value of S² is 9.722.

```
! wB97M-V def2-TZVPD RIJCOSX def2/J DEFGRID3
* xyz 1 6
Dy 1.678 1.703 -0.066
O -0.572 1.516 -0.070
O 1.015 -0.435 -0.676
C -1.015 0.310 0.086
C -0.205 -0.809 -0.078
C 1.711 -0.623 0.583
H -2.056 0.173 0.418
H -0.557 -1.834 -0.198
*
```



Entry 2:
Computed, not measured: a 2-piece molecular cluster, C15H29BF5N2O6 overall in a non-equilibrium geometry, with ωB97M-V with the def2-TZVPD basis set.

```
! wB97M-V def2-TZVPD RIJCOSX def2/J DEFGRID3
* xyz 1 1
F 3.894 -4.474 2.941
F 4.008 -1.887 3.415
F 1.916 -1.773 4.049
F 3.029 -3.976 4.905
F 1.702 -4.540 3.251
O -0.790 4.128 -1.647
O -0.707 -0.959 -4.197
O -2.851 0.063 2.801
O -1.983 -0.278 4.986
O 0.426 0.752 4.313
O -1.158 3.286 -0.562
N -0.739 -0.061 -6.278
N -0.590 2.213 2.700
C -0.435 0.873 0.819
C -1.324 0.340 -1.505
C 2.845 -3.888 3.564
C 2.758 -2.393 3.177
C -0.663 -1.078 -5.413
C -0.088 0.487 -0.627
C -0.685 -0.260 -7.715
C -0.394 0.742 3.198
C 0.965 -2.351 1.312
C 2.413 -2.115 1.738
C -0.883 1.288 -5.754
C 0.172 0.036 1.952
C -0.101 -1.460 1.970
C -0.023 2.269 1.320
C -0.318 3.544 0.547
B -1.828 0.150 3.702
H 0.605 4.009 0.225
H -0.559 -2.060 -5.901
H -0.809 4.284 1.187
H -0.286 2.941 3.343
H -1.601 0.106 -8.181
H 0.658 -3.375 1.482
H -0.577 -1.319 -7.939
H -1.793 1.364 -5.158
H -0.931 1.993 -6.578
H -1.037 -1.629 1.442
H 0.371 -0.494 -0.597
H -1.524 0.869 0.866
H -0.037 3.681 -2.060
H -0.034 1.533 -5.115
H 1.345 0.625 4.059
H 0.626 1.179 -1.065
H -1.957 1.219 -1.457
H -1.914 -0.503 -1.156
H -2.190 0.412 5.617
H -3.250 -0.810 2.810
H 1.239 0.256 2.024
H 0.166 0.277 -8.138
H -0.237 -1.816 2.987
H 0.943 -2.226 0.235
H 2.752 -1.120 1.477
H -1.599 2.333 2.600
H 1.058 2.206 1.420
H -1.027 0.171 -2.538
H 3.031 -2.785 1.146
*
```



| no. | molecular weight (g mol⁻¹) | E_tot (hartree) |
| --- | --- | --- |
| 1 | 232.5 | -1150.60620 |
| 2 | 439.2 | -1673.86551 |